Density functional theory data (wB97M-V/def2-TZVPD) for 3 unconnected molecules or ions with the total composition C5H18N2O2S.

Values from the calculation:
- Relative energy (zero: lowest compared OMol25 entry of this formula, charge and spin): 239.6 kJ/mol
- Charge: 0
- E_tot: -859.37969 hartree

Geometry as XYZ:
```
28
Properties=species:S:1:pos:R:3:forces:R:3:mulliken_charge:R:1
C 2.4674 0.6263 1.0879 1.63 -0.80 0.15 -0.902
N 1.3023 0.2690 0.2581 0.26 0.60 1.85 -0.148
C 0.0573 0.2726 1.0169 -1.78 -1.74 -0.18 -0.043
C -0.9760 0.9417 0.0102 -0.26 0.47 3.33 -1.032
C -0.3900 2.2757 -0.3572 0.84 1.50 -1.59 -0.324
S -1.6794 3.2096 -1.3188 -0.24 0.03 0.77 -0.239
C -0.4220 -1.2659 1.4689 0.62 1.22 1.05 -0.663
N 0.6461 -2.1892 1.9697 -1.84 -1.12 -2.88 -0.537
H 3.1175 1.2409 0.5046 0.10 1.36 -0.46 0.342
H 3.2975 -0.2040 1.1816 -2.10 0.76 0.90 0.279
H 2.1783 1.2279 2.0398 0.62 -1.55 -1.55 0.289
H 1.3739 -0.6251 -0.1825 0.50 -0.56 -0.05 0.258
H 0.1283 0.8667 2.0044 0.01 -0.68 -1.79 0.413
H -2.0028 1.0982 0.4856 1.35 -0.06 -0.16 0.440
H -1.2474 0.3842 -0.8431 0.26 -1.05 -1.09 0.182
H 0.0719 2.8157 0.5043 -0.97 -0.19 -0.37 0.349
H 0.5101 2.2960 -1.0962 -1.71 -0.62 1.07 0.277
H -2.8127 2.9395 -0.5635 1.08 0.15 -0.42 0.124
H -0.9705 -1.7803 0.6251 0.47 0.61 1.16 0.009
H -1.0752 -1.1128 2.3780 0.05 -0.12 -1.37 0.341
H 1.3823 -1.7978 2.4936 0.92 0.52 0.26 0.224
H 0.9214 -2.8614 1.2088 0.12 1.22 1.50 0.240
H -1.9536 -2.3909 -2.5079 -0.43 0.88 -2.13 0.349
H -1.3091 -2.1866 -1.1911 -2.25 -2.56 -1.49 0.412
O -1.9417 -2.8690 -1.7116 2.65 1.77 3.50 -0.635
H -0.0174 -1.0488 -3.5600 -1.41 1.66 0.23 0.339
H -0.0508 0.1254 -2.5951 -0.63 0.06 -0.56 0.306
O -0.6059 -0.2578 -3.3105 2.13 -1.78 0.33 -0.650
```
Positions in Å, forces in eV/Å.